Here is a molecular structure, C4H7NO2 from the Open Molecules 2025 dataset. Energies are from the ωB97M-V functional and the def2-TZVPD basis.

Cartesian coordinates (Å):
C (-1.242789, -0.648454, 0.748754)
C (-0.719257, -0.226849, -0.618212)
C (-0.155154, 1.163824, -0.739063)
N (1.487282, 0.817813, 0.224014)
C (1.531104, -0.499996, -0.009439)
O (2.203192, -1.406877, 0.418202)
O (0.540945, -0.797308, -0.978040)
H (-0.637479, -0.180533, 1.528771)
H (-1.173820, -1.735640, 0.853530)
H (-2.289878, -0.354996, 0.893147)
H (-1.427793, -0.565845, -1.403084)
H (-0.379686, 1.966620, -0.083491)
H (-0.052942, 1.414012, -1.813369)
H (2.142283, 1.116024, 0.989152)

Force components x, y, z for each atom (eV/Å):
C 0.16 0.03 0.01
C 0.75 0.26 0.18
C 1.27 0.55 1.18
N -1.17 -0.45 -1.21
C -0.53 -0.77 -0.67
O 0.21 0.72 0.08
O 0.22 -2.25 0.26
H -0.10 -0.13 0.03
H 0.00 0.16 -0.06
H 0.24 0.03 -0.15
H 0.47 0.75 0.23
H -0.90 0.67 0.21
H 0.83 0.07 0.95
H -1.45 0.37 -1.05

The HOMO-LUMO gap is 0.36519 hartree. The HOMO energy is -9.766 eV. For the electronic energy, the calculation gives -361.77324 hartree. For the energy relative to the best compared isomer or geometry (same formula, charge and spin), the calculation gives 67.5 kcal per mole.